No. 1
{"formula": "C25H18Cl64F4N3O8PS", "method": "ωB97M-V with the def2-TZVPD basis set", "homo_ev": -9.813, "e_lumo_ev": -0.62, "total_charge": 0, "gap_ev": 9.19, "elements": ["C", "C", "O", "C", "C", "P", "O", "O", "O", "O", "S", "O", "O", "O", "C", "C", "C", "N", "N", "N", "C", "F", "F", "C", "F", "F", "H", "H", "H", "H", "H", "H", "H", "H", "H", "H", "H", "H", "H", "H", "H", "H", "H", "H", "C", "Cl", "Cl", "Cl", "Cl", "C", "Cl", "Cl", "Cl", "Cl", "C", "Cl", "Cl", "Cl", "Cl", "C", "Cl", "Cl", "Cl", "Cl", "C", "Cl", "Cl", "Cl", "Cl", "C", "Cl", "Cl", "Cl", "Cl", "C", "Cl", "Cl", "Cl", "Cl", "C", "Cl", "Cl", "Cl", "Cl", "C", "Cl", "Cl", "Cl", "Cl", "C", "Cl", "Cl", "Cl", "Cl", "C", "Cl", "Cl", "Cl", "Cl", "C", "Cl", "Cl", "Cl", "Cl", "C", "Cl", "Cl", "Cl", "Cl", "C", "Cl", "Cl", "Cl", "Cl", "C", "Cl", "Cl", "Cl", "Cl", "C", "Cl", "Cl", "Cl", "Cl"], "coordinates": [[-4.0751, -6.0334, -4.7202], [-3.4789, -4.5560, -4.9498], [-4.2218, -3.6892, -4.0773], [-3.4179, -2.8090, -3.3038], [-3.7846, -2.9662, -1.7308], [-5.6464, -2.6862, -1.7176], [-6.3152, -4.0553, -1.8963], [-6.2887, -1.9990, -0.3336], [-6.2175, -1.7384, -3.0218], [-3.6871, -4.4404, -1.6076], [-2.0839, -4.8300, -1.3341], [-1.1365, -4.9064, -2.4820], [-1.7581, -6.0508, -0.5385], [-1.6942, -3.3309, -0.6794], [-2.8160, -2.3930, -0.6177], [-3.3035, -2.2508, 0.9027], [-3.7298, -3.5843, 1.6446], [-4.1222, -3.1238, 3.0393], [-2.5894, -4.5287, 1.8937], [-4.9346, -4.2507, 1.1083], [-2.0293, -1.0264, -0.8412], [-0.8368, -1.0641, -0.0828], [-1.5894, -0.7951, -2.1471], [-2.7974, 0.2889, -0.3776], [-2.2926, 0.6901, 0.8832], [-2.5932, 1.3822, -1.2287], [-3.3752, -6.8455, -5.0611], [-4.2944, -6.2097, -3.6153], [-5.0849, -6.1497, -5.2402], [-2.3737, -4.6292, -4.7345], [-3.5925, -4.2970, -6.0547], [-2.3046, -2.8817, -3.4743], [-3.7006, -1.7351, -3.5850], [-7.1912, -2.3328, -0.1516], [-6.0904, -0.7996, -2.7645], [-2.5070, -1.7833, 1.5729], [-4.1989, -1.5493, 1.0159], [-5.0038, -2.6047, 2.9212], [-4.2784, -3.9773, 3.5861], [-2.1508, -4.2839, 2.7923], [-3.0404, -5.4427, 2.0675], [-4.7050, -5.1601, 0.6901], [-5.6487, -4.3739, 1.8285], [-3.9080, 0.1772, -0.2364], [-0.3864, 4.1623, -2.6628], [-0.3375, 2.4330, -2.2726], [1.1330, 4.9233, -2.1514], [-0.5952, 4.3696, -4.4132], [-1.7444, 4.9241, -1.8099], [-4.5536, -8.4871, -0.4233], [-3.1555, -9.4573, -0.9483], [-6.0261, -9.1472, -1.1619], [-4.6860, -8.5836, 1.3461], [-4.3853, -6.7763, -0.8903], [0.0514, -8.2725, -4.4628], [1.5624, -7.6429, -3.7805], [0.2520, -9.9925, -4.8552], [-1.2524, -8.0826, -3.2762], [-0.3595, -7.3734, -5.9434], [2.4075, 6.8993, 1.0716], [1.5233, 5.4828, 1.6749], [3.4470, 7.5288, 2.3613], [3.4141, 6.4240, -0.3104], [1.2509, 8.1464, 0.5626], [4.7655, 5.0367, 5.6838], [3.4933, 4.5690, 6.8280], [4.0946, 5.0954, 4.0399], [5.3898, 6.6384, 6.1263], [6.0837, 3.8505, 5.7456], [2.0820, 5.4305, 10.8905], [3.0631, 6.5350, 9.9088], [3.1491, 4.3791, 11.8428], [1.0455, 6.3733, 11.9817], [1.0680, 4.4354, 9.8256], [6.4602, 3.7904, -1.4885], [6.7743, 2.2214, -0.7238], [7.2727, 3.8565, -3.0654], [4.7133, 4.0149, -1.7197], [7.0877, 5.0822, -0.4449], [8.0472, 1.2326, 3.0914], [9.6442, 1.8684, 3.5342], [7.4074, 0.2614, 4.4323], [6.9470, 2.5842, 2.7606], [8.1993, 0.2165, 1.6401], [0.1498, 7.0179, -7.4061], [0.2949, 8.3011, -6.1886], [1.4490, 5.8315, -7.1732], [-1.4239, 6.2136, -7.2334], [0.2766, 7.7218, -9.0295], [3.7076, -4.5990, -6.3274], [3.8688, -3.2853, -5.1441], [4.9385, -5.8381, -6.0072], [2.0929, -5.3225, -6.1914], [3.9312, -3.9503, -7.9655], [-4.3976, -1.7398, 7.0110], [-5.5503, -1.3386, 8.2994], [-2.9825, -2.5482, 7.7129], [-5.1745, -2.8220, 5.8374], [-3.8837, -0.2522, 6.1916], [0.1246, 5.2579, -12.6511], [-0.4432, 5.2929, -10.9705], [1.7266, 4.4969, -12.7185], [-1.0152, 4.3264, -13.6433], [0.2313, 6.9173, -13.2729], [2.5964, 0.6749, 3.5086], [2.4923, -0.4777, 4.8558], [3.0735, 2.2708, 4.1289], [3.7981, 0.1050, 2.3347], [1.0136, 0.8007, 2.7143], [3.1900, 4.1170, 15.8797], [4.4662, 3.3089, 14.9458], [2.0031, 4.8271, 14.7685], [2.3855, 2.9324, 16.9286], [3.9083, 5.3980, 16.8763], [4.5564, 10.5562, 9.3096], [4.6889, 9.3535, 8.0106], [5.4436, 9.9846, 10.7364], [5.2454, 12.0973, 8.7618], [2.8475, 10.7868, 9.7286], [3.2949, -2.9913, -11.7070], [2.3220, -4.3392, -11.0861], [4.3240, -2.3523, -10.4074], [4.3157, -3.5642, -13.0409], [2.2198, -1.7070, -12.2938]], "forces_ev_per_a": [[-0.61, 0.34, 0.18], [-0.08, -2.65, -0.54], [1.71, 0.72, 0.33], [-0.01, 2.43, -0.26], [0.17, -0.29, -1.47], [-5.93, -4.11, -0.53], [1.96, 3.31, 0.34], [1.49, 0.56, -1.62], [2.08, -0.13, 3.00], [2.12, 0.29, 1.23], [5.58, -1.76, -0.76], [-3.30, 1.28, 1.18], [-2.36, 3.80, -0.62], [-1.52, -1.43, -0.22], [1.48, 0.13, 1.11], [-0.70, -0.41, 0.61], [-0.43, -0.14, 2.67], [0.10, 0.49, -1.48], [-1.24, -0.04, -0.19], [1.12, -0.28, -0.64], [1.73, 1.25, -0.53], [-2.08, -0.21, -1.17], [-0.95, -0.75, 1.45], [-0.15, 1.70, 1.12], [-0.76, -0.73, -1.90], [-0.47, -2.22, 1.18], [-0.65, 0.93, 0.15], [0.47, 0.40, -1.41], [1.40, 0.18, 0.56], [-1.14, 0.53, 0.12], [-0.06, 0.10, 1.50], [-1.21, -0.36, 0.33], [0.44, -1.26, 0.32], [0.68, -0.17, -0.51], [-0.28, -0.36, -0.46], [-0.68, -0.74, -1.32], [1.08, -1.01, -0.55], [0.36, -0.29, 0.54], [-0.12, 0.51, -0.27], [-0.13, 0.19, -0.66], [0.53, 0.49, -0.29], [-0.38, 0.64, 0.19], [0.56, -0.01, -0.34], [1.09, -0.07, -0.36], [0.10, -0.18, -0.04], [0.36, 0.49, -0.27], [-0.26, -0.04, -0.06], [0.02, 0.00, 0.28], [0.18, -0.08, -0.10], [-0.02, -0.01, -0.04], [-0.34, 0.40, 0.12], [0.20, 0.09, 0.10], [0.01, 0.03, -0.11], [-1.03, -1.61, -0.09], [-0.02, 0.05, 0.22], [-0.27, -0.18, -0.05], [-0.03, 0.23, 0.01], [0.29, -0.11, -0.29], [-0.06, -0.18, 0.18], [-0.06, 0.11, -0.06], [0.11, 0.13, -0.11], [-0.26, 0.38, -0.51], [-0.16, 0.28, 0.42], [0.15, -0.19, 0.08], [0.02, -0.20, 0.05], [0.15, 0.08, -0.16], [0.40, 0.00, 0.67], [-0.02, -0.17, -0.11], [-0.24, 0.26, 0.14], [0.17, -0.05, -0.04], [-0.14, -0.09, 0.16], [-0.08, 0.15, -0.52], [0.08, -0.08, -0.18], [0.12, 0.13, 0.13], [0.04, -0.04, -0.05], [-0.12, 0.28, -0.23], [-0.10, 0.00, 0.21], [0.38, -0.35, -0.11], [-0.11, -0.14, -0.11], [-0.04, 0.10, -0.02], [-0.21, -0.09, -0.07], [0.05, 0.14, -0.20], [0.20, -0.29, -0.03], [-0.02, 0.08, 0.26], [0.10, 0.08, 0.00], [-0.04, -0.21, -0.15], [-0.19, 0.16, -0.05], [0.16, 0.09, -0.09], [0.04, 0.15, 0.46], [-0.07, 0.00, -0.02], [-0.01, -0.17, -0.15], [-0.16, 0.14, -0.02], [0.39, 0.25, -0.12], [-0.06, -0.26, 0.65], [0.06, 0.07, 0.04], [0.16, -0.06, -0.19], [-0.22, 0.11, -0.12], [-0.06, 0.16, 0.45], [-0.08, -0.24, 0.10], [-0.03, -0.08, 0.04], [0.03, -0.23, -0.46], [-0.22, 0.11, 0.01], [0.16, 0.13, 0.12], [-0.01, -0.21, 0.09], [-0.02, 0.01, 0.06], [0.02, 0.13, -0.17], [-0.20, -0.64, -0.28], [-0.12, 0.11, 0.17], [0.19, -0.01, 0.08], [-0.13, 0.06, 0.02], [-0.14, 0.09, 0.12], [0.12, -0.09, 0.58], [0.13, 0.15, -0.14], [-0.08, -0.19, -0.15], [0.01, 0.05, 0.05], [-0.07, 0.14, 0.19], [-0.13, 0.06, -0.21], [-0.10, -0.22, 0.07], [0.25, -0.06, -0.07], [-0.05, -0.02, -0.07], [0.14, 0.21, -0.12], [-0.09, 0.13, -0.54], [-0.14, 0.08, 0.20], [0.16, -0.17, 0.10]]}

No. 2
{"formula": "C25H18N6O8SeTi", "method": "ωB97M-V with the def2-TZVPD basis set", "homo_ev": [-0.741, -0.735], "e_lumo_ev": [3.51, 3.51], "total_charge": -2, "relative_energy_kcal_mol": 5.6, "gap_ev": [4.26, 4.25], "elements": ["Ti", "O", "C", "C", "C", "C", "C", "C", "C", "O", "N", "N", "C", "C", "C", "C", "C", "C", "N", "H", "H", "H", "H", "H", "H", "H", "H", "H", "H", "Se", "C", "N", "O", "C", "O", "C", "C", "C", "C", "C", "C", "N", "O", "O", "H", "H", "H", "H", "O", "C", "C", "C", "C", "O", "N", "H", "H", "H", "H"], "coordinates": [[-1.4498, -0.3043, 0.5086], [2.0958, -1.0248, 3.2836], [2.3771, 0.2736, 3.4444], [3.5267, 0.5590, 4.1925], [3.9272, 1.8603, 4.4180], [3.1860, 2.9187, 3.8992], [2.0506, 2.6428, 3.1604], [1.6228, 1.3372, 2.9177], [0.3991, 1.1141, 2.1112], [-0.0132, -0.1112, 1.8876], [-0.2318, 2.1232, 1.6097], [-1.2765, 1.6210, 0.8628], [-2.1678, 2.5357, 0.3784], [-3.2093, 1.9652, -0.2899], [-4.2573, 2.6607, -0.9821], [-5.2427, 1.9623, -1.5852], [-5.2226, 0.5330, -1.5288], [-4.1893, -0.0911, -0.9079], [-3.1562, 0.5692, -0.3041], [1.2809, -1.1732, 2.7521], [4.0864, -0.2803, 4.5857], [4.8216, 2.0514, 5.0008], [3.4927, 3.9431, 4.0708], [1.4500, 3.4390, 2.7406], [-1.9872, 3.5951, 0.4917], [-4.2341, 3.7435, -1.0026], [-6.0365, 2.4787, -2.1138], [-5.9995, -0.0598, -1.9923], [-4.1302, -1.1691, -0.8807], [-3.4043, -0.8381, 2.3839], [-2.9268, -2.3663, 3.2709], [-2.6647, -3.3349, 3.8504], [-0.9286, 0.6025, -2.8845], [-0.0014, 0.2716, -2.1617], [-0.0458, -0.2230, -0.9819], [1.4237, 0.4415, -2.6726], [2.5113, 0.2093, -1.8369], [3.8112, 0.3838, -2.3005], [4.0348, 0.7845, -3.6051], [2.9396, 1.0089, -4.4273], [1.6394, 0.8493, -3.9802], [3.1774, 1.4328, -5.8165], [2.2177, 1.6111, -6.5390], [4.3338, 1.5773, -6.1818], [2.3120, -0.1062, -0.8209], [4.6508, 0.2080, -1.6408], [5.0309, 0.9278, -3.9976], [0.7925, 1.0380, -4.6243], [-2.3461, -2.4731, -1.1552], [-1.6474, -3.0731, -0.3420], [-1.4201, -4.5766, -0.3092], [-0.5026, -4.7540, 0.8941], [-0.2139, -3.3232, 1.3568], [0.6002, -3.0512, 2.2147], [-0.9854, -2.4415, 0.6462], [-0.9755, -4.8925, -1.2540], [-2.3849, -5.0746, -0.2106], [0.4386, -5.2567, 0.6716], [-0.9792, -5.2744, 1.7254]], "forces_ev_per_a": [[-0.33, 0.04, 0.31], [0.02, 0.10, 0.00], [-0.02, -0.06, -0.04], [0.02, 0.06, 0.01], [0.00, -0.04, 0.01], [-0.01, 0.01, 0.00], [0.01, 0.04, 0.01], [-0.09, -0.13, 0.03], [0.11, -0.05, -0.04], [0.11, 0.13, -0.05], [-0.11, 0.05, -0.04], [-0.12, -0.02, -0.04], [0.32, 0.05, 0.02], [0.05, -0.08, -0.21], [0.02, -0.11, 0.16], [-0.04, -0.04, -0.03], [-0.06, 0.03, -0.03], [0.10, 0.04, 0.05], [-0.02, 0.15, -0.27], [-0.02, -0.05, 0.03], [0.00, -0.01, 0.00], [0.00, 0.00, 0.00], [-0.01, 0.01, -0.01], [0.01, 0.01, 0.01], [-0.03, -0.01, 0.08], [0.03, 0.00, 0.02], [-0.01, -0.01, 0.00], [0.00, 0.01, 0.00], [0.04, 0.00, 0.02], [0.14, 0.05, -0.28], [0.08, -0.17, 0.12], [-0.03, -0.04, -0.07], [0.06, 0.00, -0.02], [-0.08, 0.02, 0.05], [-0.40, -0.14, 0.04], [0.12, -0.02, 0.08], [0.00, 0.01, -0.04], [-0.09, -0.01, 0.02], [0.11, 0.05, -0.14], [-0.05, -0.03, 0.13], [-0.03, 0.05, -0.16], [0.03, -0.08, 0.06], [-0.04, 0.02, 0.00], [0.02, 0.02, 0.01], [0.01, 0.00, 0.00], [0.00, 0.00, 0.01], [-0.01, -0.01, 0.02], [-0.01, -0.01, 0.03], [-0.03, 0.04, 0.06], [-0.08, 0.04, 0.04], [-0.02, -0.03, 0.02], [-0.02, -0.03, 0.00], [-0.04, 0.03, -0.04], [0.00, 0.00, -0.01], [0.35, 0.10, 0.06], [0.00, 0.01, -0.01], [0.00, 0.00, -0.01], [0.01, 0.00, 0.01], [0.00, 0.01, 0.01]]}

| no. | E_tot (eV) |
| --- | --- |
| 1 | -879487.6848 |
| 2 | -140004.0670 |